# 1
{
  "formula": "C6H7N3O3",
  "method": "ωB97M-V/def2-TZVPD",
  "e_lumo_ev": [-1.5033, -1.8301],
  "homo_lumo_gap_ev": [7.89, 6.61],
  "homo_ha": [-0.345, -0.310],
  "species": ["C", "C", "C", "C", "C", "C", "N", "N", "N", "O", "O", "O", "H", "H", "H", "H", "H", "H", "H"],
  "coordinates": [[-0.449, 0.281, -0.246], [-2.342, -0.395, 0.300], [1.714, 1.433, -0.634], [0.743, 0.315, -0.907], [2.497, 0.717, 0.504], [-3.628, -1.260, 0.330], [-0.906, 1.089, 0.718], [-2.114, 0.718, 1.009], [3.234, -0.405, 0.205], [3.571, -0.550, -0.972], [3.655, -1.048, 1.160], [-1.386, -0.643, -0.597], [2.363, 1.553, -1.534], [1.126, 2.332, -0.355], [1.085, -0.631, -1.414], [2.219, 0.742, 1.461], [-3.150, -2.178, 0.121], [-3.869, -1.157, 1.344], [-4.363, -0.913, -0.493]],
  "atomic_forces_ev_per_a": [[-0.761, 0.803, 0.343], [-2.866, 1.405, 0.023], [0.824, -0.900, -0.340], [2.173, -0.987, -0.117], [-1.772, 1.187, -4.219], [2.183, 2.599, -2.373], [2.509, 0.791, -1.488], [-1.983, -2.933, 0.136], [1.610, 0.758, -0.642], [-0.039, -0.829, -0.031], [-0.050, -0.625, -0.036], [0.197, -0.254, 1.202], [-0.467, 0.274, 0.886], [0.927, -0.493, 0.135], [-0.451, 1.393, 0.277], [-1.177, 0.346, 3.597], [-0.526, -1.660, -0.278], [-1.381, -0.161, 1.211], [1.052, -0.717, 1.712]],
  "mulliken_charge": [0.675, 0.671, -0.338, -0.599, -0.641, -0.906, -0.210, -0.539, 0.910, -0.573, -0.603, -0.318, 0.306, 0.365, 0.355, 0.584, 0.279, 0.312, 0.268]
}


# 2
{
  "formula": "C6H7N4O4",
  "method": "ωB97M-V/def2-TZVPD",
  "e_lumo_ev": 3.2899,
  "homo_lumo_gap_ev": 7.43,
  "charge": -1,
  "homo_ha": -0.152,
  "species": ["C", "C", "C", "C", "C", "C", "N", "N", "N", "N", "O", "O", "O", "O", "H", "H", "H", "H", "H", "H", "H"],
  "coordinates": [[0.608, -1.790, 0.390], [-0.556, -1.521, 0.948], [1.395, -0.886, -0.396], [0.164, 1.340, -0.021], [2.857, -0.674, 0.241], [-1.102, 0.656, -0.123], [-1.373, -0.332, 0.857], [-2.131, 1.681, 0.109], [-1.263, 0.117, -1.445], [0.791, 2.338, 0.019], [1.323, -0.623, -1.660], [3.608, -1.494, -0.332], [2.940, 0.212, 1.091], [1.570, 3.228, 0.146], [1.085, -2.664, 0.682], [-0.917, -2.239, 1.622], [-1.446, 0.141, 1.662], [-2.896, 1.184, -0.033], [-2.159, 2.324, -0.667], [-0.477, -0.495, -1.562], [-2.023, -0.501, -1.529]],
  "atomic_forces_ev_per_a": [[-1.911, 1.459, -0.532], [-0.503, 1.571, 0.057], [3.979, 0.310, -4.790], [2.445, 2.934, 0.137], [-1.259, -0.104, -1.128], [-1.947, 0.387, -1.567], [0.827, -3.192, -2.493], [3.436, 2.264, 1.012], [1.252, 0.703, -0.568], [-1.300, -2.947, 0.305], [-0.829, -0.872, 4.063], [0.023, 0.537, 1.058], [0.701, -0.111, 0.331], [0.404, 0.849, -0.150], [0.918, -1.531, 0.285], [-0.808, -0.664, 0.930], [-0.447, 1.519, 4.141], [-4.855, -2.725, -0.297], [0.669, 0.319, -0.205], [0.856, -0.101, -1.037], [-1.652, -0.605, 0.449]],
  "mulliken_charge": [-0.600, -0.356, 0.551, -0.293, 0.450, 0.975, -0.286, -0.883, -0.670, 0.628, -0.654, -0.692, -0.691, -0.729, 0.454, 0.427, 0.220, 0.192, 0.311, 0.375, 0.271]
}


# 3
{
  "formula": "C6H7N5O2",
  "method": "ωB97M-V/def2-TZVPD",
  "e_lumo_ev": 0.2937,
  "homo_lumo_gap_ev": 9.78,
  "homo_ha": -0.349,
  "species": ["O", "O", "N", "N", "C", "C", "C", "C", "N", "N", "N", "C", "C", "H", "H", "H", "H", "H", "H", "H"],
  "coordinates": [[1.876, -2.006, 1.138], [-1.617, 0.879, 1.491], [2.100, -1.257, -1.811], [1.758, -0.696, -2.892], [1.098, -1.184, 0.639], [-0.758, 0.315, 0.821], [1.249, -0.839, -0.795], [0.356, 0.029, -1.305], [0.741, 0.148, -2.621], [0.117, -0.602, 1.437], [-0.634, 0.617, -0.517], [0.048, -0.820, 2.905], [-1.543, 1.593, -1.155], [0.351, 0.819, -3.285], [0.302, -1.852, 3.228], [-0.928, -0.592, 3.320], [0.795, -0.151, 3.415], [-1.140, 2.633, -1.075], [-2.533, 1.581, -0.703], [-1.641, 1.385, -2.235]],
  "atomic_forces_ev_per_a": [[-1.078, 1.096, -0.330], [0.542, -0.394, -0.732], [-0.145, -0.821, 1.305], [0.315, 0.689, -0.131], [3.221, -2.943, 0.948], [-1.101, 0.708, 2.319], [-0.673, -0.027, 0.792], [0.295, 0.450, -0.229], [-2.252, 1.230, 0.766], [-0.612, 0.733, -1.895], [0.198, 0.144, -2.192], [1.205, 0.104, 0.665], [0.411, 0.773, -0.031], [0.494, -0.748, 0.038], [-0.053, 0.569, -0.910], [-0.138, 0.204, -0.563], [-0.672, -0.542, -0.591], [-0.235, -0.795, 0.133], [0.208, -0.189, 0.098], [0.070, -0.242, 0.539]],
  "mulliken_charge": [-0.622, -0.657, -0.292, -0.789, 0.137, 0.566, 0.593, 0.616, 0.257, 0.015, 0.028, -0.960, -1.142, 0.216, 0.330, 0.354, 0.296, 0.322, 0.359, 0.373]
}


# 4
{
  "formula": "C6H7NO",
  "method": "ωB97M-V/def2-TZVPD",
  "e_lumo_ev": 0.6341,
  "homo_lumo_gap_ev": 9.15,
  "homo_ha": -0.313,
  "species": ["C", "C", "C", "C", "C", "C", "H", "H", "H", "H", "H", "H", "H", "N", "O"],
  "coordinates": [[-2.024, -1.009, 0.491], [-1.534, 0.083, -0.284], [-0.008, 0.446, -0.226], [0.662, 1.235, 0.588], [2.076, 1.041, 0.400], [2.140, 0.054, -0.604], [-3.248, -1.091, 0.325], [-1.544, -1.965, 0.133], [-2.032, -0.998, 1.741], [0.446, 1.809, 1.439], [2.829, 1.567, 0.734], [2.946, -0.627, -1.169], [0.671, -1.093, -1.631], [0.853, -0.309, -0.918], [-2.230, 0.855, -1.021]],
  "atomic_forces_ev_per_a": [[-4.602, -3.023, 3.117], [0.581, 5.956, -3.002], [-4.255, -2.296, -0.382], [3.134, 1.410, 1.655], [-3.995, -4.225, -4.216], [1.739, -1.366, -0.553], [3.223, 0.067, 0.041], [-0.464, 0.851, 0.634], [0.843, 0.378, -3.500], [-1.400, 0.883, 0.548], [3.630, 2.467, 2.020], [-1.545, 2.233, 1.644], [0.044, 2.126, 1.757], [1.272, -2.309, -2.381], [1.795, -3.152, 2.617]],
  "mulliken_charge": [-0.903, 0.364, -0.016, -0.208, -0.773, -0.236, 0.270, 0.284, 0.276, 0.401, 0.562, 0.262, 0.293, -0.037, -0.538]
}


# 5
{
  "formula": "C6H7NO",
  "method": "ωB97M-V/def2-TZVPD",
  "e_lumo_ev": 1.1419,
  "homo_lumo_gap_ev": 9.68,
  "homo_ha": -0.314,
  "species": ["C", "C", "C", "C", "C", "C", "N", "O", "H", "H", "H", "H", "H", "H", "H"],
  "coordinates": [[1.437, -1.593, -1.582], [0.251, -1.478, -2.380], [1.723, -0.346, -1.137], [-0.154, -0.172, -2.268], [-0.777, 1.998, 1.723], [-1.020, 0.984, 2.712], [-0.748, 0.867, 1.195], [0.794, 0.536, -1.560], [1.866, -2.528, -1.487], [-0.275, -2.157, -2.894], [2.578, 0.014, -0.635], [-0.593, 3.071, 1.593], [-1.003, 0.148, -2.758], [-0.224, 0.516, 3.292], [-2.011, 0.580, 3.019]],
  "atomic_forces_ev_per_a": [[-1.348, 0.960, -1.036], [1.202, 3.914, 2.552], [-0.455, -1.125, -0.727], [2.899, -2.611, 0.404], [0.213, 0.392, 0.330], [-0.562, -2.057, 0.322], [-0.068, 0.823, 0.003], [-1.250, 0.290, -0.434], [1.457, -1.269, 0.620], [-1.600, -2.635, -1.621], [0.426, 0.564, 0.587], [-0.185, -0.604, -0.421], [-1.312, 1.939, -0.366], [0.043, 0.510, 0.081], [0.538, 0.908, -0.292]],
  "mulliken_charge": [-0.465, -0.333, -0.469, -0.357, -0.079, -0.306, -0.267, -0.252, 0.475, 0.530, 0.439, 0.262, 0.437, 0.192, 0.191]
}


# 6
{
  "formula": "C6H7NO",
  "method": "ωB97M-V/def2-TZVPD",
  "e_lumo_ev": -0.8528,
  "homo_lumo_gap_ev": 8.06,
  "homo_ha": -0.327,
  "species": ["C", "C", "C", "C", "C", "C", "H", "H", "H", "H", "H", "H", "H", "N", "O"],
  "coordinates": [[1.994, 0.548, 1.075], [1.603, 0.497, -0.299], [0.342, 0.095, -0.482], [-0.100, 0.244, -1.849], [-0.708, -0.489, 0.529], [-2.147, -0.624, -0.080], [2.417, -0.565, 0.887], [0.497, 0.204, 1.767], [2.671, 1.994, 1.574], [2.093, 1.286, -0.842], [-2.111, -1.392, -0.994], [-3.007, -0.930, 0.704], [-2.615, 0.261, -0.632], [-0.672, -0.140, -2.940], [-0.258, -0.990, 1.583]],
  "atomic_forces_ev_per_a": [[-0.551, -0.096, 2.222], [-0.552, 4.057, 2.873], [-2.937, -0.989, -1.775], [-5.604, -4.772, -8.660], [0.961, -0.666, -3.271], [-1.985, -1.046, -0.021], [0.473, 1.891, 2.347], [4.159, -0.063, -0.226], [-1.179, -4.379, -1.501], [0.088, -0.573, -1.585], [0.135, 1.264, 2.290], [2.425, 0.354, -1.633], [1.344, -0.661, 0.985], [4.857, 3.883, 8.741], [-1.635, 1.797, -0.788]],
  "mulliken_charge": [-1.054, 0.075, 0.478, -0.279, 0.654, -1.188, 0.244, 0.391, 0.259, 0.405, 0.334, 0.290, 0.360, -0.518, -0.450]
}


Q: Which ΔE to the lowest compared entry with this formula, charge and spin values were calculated for the entries above? A: 555.7; 104.4; 0.0; 211.6; 350.9; 892.9, in kJ/mol.
Q: Which E values were calculated for the entries above? A: -16941.234; -20482.577; -17880.428; -9870.465; -9869.021; -9863.403, in eV.
Q: Which max |F| values were calculated for the entries above? A: 0.0919; 0.1212; 0.0868; 0.1397; 0.0938; 0.2210, in hartree/bohr.